Entry 1:
87
Properties=species:S:1:pos:R:3 method="wB97M-V/def2-TZVPD" multiplicity=1 homo_energy_ev=-10.51 lumo_ev=-3.22 total_charge=+1 total_energy_ha=-3784.7393
C -2.683 -0.577 3.203
C -1.567 -0.402 4.271
C -0.168 -0.461 3.604
C 0.899 -1.454 4.085
C 2.356 -0.986 3.762
F 3.214 -1.259 4.777
F 2.853 -1.685 2.680
C 2.571 0.483 3.453
C 3.124 1.377 4.360
C 3.298 2.706 3.996
C 2.903 3.191 2.758
C 2.351 2.292 1.851
C 1.888 2.720 0.476
F 0.632 3.177 0.498
F 2.683 3.682 0.002
F 1.941 1.680 -0.372
C 2.210 0.964 2.199
C 0.801 -1.730 5.618
N 1.159 -0.603 6.506
C 1.444 -3.117 5.967
C 1.521 -3.812 4.578
F 2.882 -3.755 4.325
P 1.369 -5.697 4.493
O -0.107 -6.294 4.343
O 2.223 -6.197 3.213
S 2.206 -6.380 6.062
N 0.737 -2.891 3.674
C -0.654 -3.381 3.282
C -1.614 -3.722 4.421
H -3.593 -0.170 3.650
H -2.477 0.036 2.327
H -2.900 -1.619 2.973
H -1.758 0.600 4.658
H -1.770 -1.082 5.094
H -0.335 -0.689 2.543
H 0.180 0.566 3.595
H 3.421 1.016 5.335
H 3.754 3.399 4.691
H 3.037 4.235 2.508
H 1.783 0.275 1.479
H -0.216 -1.944 5.962
H 0.741 -0.826 7.404
H 0.605 0.191 6.189
H 2.421 -2.937 6.404
H 0.798 -3.735 6.587
H -0.181 -6.874 3.569
H 2.358 -5.460 2.596
H 1.186 -3.116 2.775
H -1.072 -2.746 2.504
H -0.458 -4.315 2.749
H -1.138 -3.854 5.390
H -2.042 -4.699 4.195
H -2.477 -3.066 4.486
C -0.253 0.753 -2.119
O -0.851 -0.491 -2.523
P -2.274 -0.408 -3.340
O -3.145 0.361 -2.404
O -2.489 -2.000 -3.279
C -2.600 -2.623 -2.010
O -3.056 -0.338 -4.757
C -3.220 0.971 -5.343
H 0.793 0.563 -1.909
H -0.326 1.503 -2.904
H -0.739 1.119 -1.215
H -2.991 -1.935 -1.258
H -1.624 -3.000 -1.696
H -3.286 -3.462 -2.113
H -2.295 1.541 -5.275
H -4.026 1.504 -4.842
H -3.476 0.846 -6.392
C 1.152 6.051 -9.590
O 1.000 4.633 -9.444
P -0.471 4.069 -8.921
O -0.460 4.895 -7.653
O 0.013 2.564 -8.693
C 1.165 2.336 -7.884
O -2.073 3.669 -8.772
C -3.010 4.753 -8.859
H 2.007 6.227 -10.239
H 0.269 6.504 -10.036
H 1.341 6.498 -8.616
H 1.303 3.131 -7.152
H 2.049 2.256 -8.514
H 1.016 1.391 -7.363
H -2.776 5.420 -9.687
H -3.009 5.312 -7.925
H -3.996 4.325 -9.023

---

Entry 2:
37
Properties=species:S:1:pos:R:3 method="wB97M-V/def2-TZVPD" multiplicity=2 homo_energy_ev="-11.39 / -11.08" lumo_ev="-4.92 / -5.00" total_charge=+1 total_energy_ha=-2385.8680
Ir -0.203 0.091 0.015
O 0.568 -5.580 -2.304
C -0.696 -5.392 -2.041
O -1.555 -6.211 -2.247
C -1.111 -4.077 -1.446
C -2.429 -3.772 -1.137
N -2.443 -2.538 -0.622
N -1.215 -2.017 -0.571
C -0.386 -2.926 -1.069
C 1.089 -2.582 -1.144
O 1.865 -3.393 -1.633
O 1.367 -1.447 -0.680
H 1.173 -4.808 -2.084
H -3.311 -4.368 -1.263
H -3.240 -2.008 -0.290
Cl 0.424 -0.252 2.680
C 0.113 1.391 3.305
Cl -0.234 2.487 1.960
H 1.002 1.750 3.824
H -0.754 1.360 3.965
N 0.998 2.193 -3.613
C -0.186 1.826 -4.182
C -0.877 1.133 -3.227
N -0.132 1.077 -2.099
C 1.003 1.719 -2.347
C 2.021 1.787 -1.343
N 1.805 1.279 -0.137
C 2.962 1.393 0.552
C 3.895 2.006 -0.239
N 3.287 2.255 -1.432
H 1.724 2.713 -4.082
H -0.445 2.073 -5.190
H -1.845 0.676 -3.281
H 3.068 1.013 1.549
H 4.911 2.276 -0.042
H 3.732 2.700 -2.220
Te -2.773 0.850 0.560